[1]
{
  "formula": "C35H34BIN3O11",
  "method": "ωB97M-V/def2-TZVPD",
  "lumo_energy_ev": -3.9,
  "homo_energy_ev": -10.70,
  "homo_lumo_gap_ev": 6.8,
  "total_charge": 1,
  "symbols": ["C", "B", "O", "N", "C", "N", "N", "C", "C", "C", "I", "H", "H", "H", "H", "H", "H", "H", "H", "H", "H", "H", "H", "H", "H", "C", "C", "C", "O", "C", "C", "C", "O", "H", "H", "H", "H", "C", "C", "C", "O", "C", "C", "C", "O", "H", "H", "H", "H", "C", "C", "C", "O", "C", "C", "C", "O", "H", "H", "H", "H", "C", "C", "C", "O", "C", "C", "C", "O", "H", "H", "H", "H", "C", "C", "C", "O", "C", "C", "C", "O", "H", "H", "H", "H"],
  "positions_angstrom": [[4.2544, 2.9593, -3.6017], [4.5189, 1.3428, -3.7377], [5.3136, 0.8932, -4.9252], [4.0850, 0.2614, -2.7699], [3.0204, -0.6493, -3.3170], [3.4560, -1.6187, -4.4362], [1.6937, -0.6911, -2.9771], [1.1450, 0.2392, -1.9212], [0.5068, 1.5788, -2.6521], [-1.1599, 1.5040, -2.5337], [1.1145, 3.4687, -1.7295], [5.2764, 3.4896, -3.9177], [4.0836, 3.2455, -2.4792], [3.4425, 3.3882, -4.3398], [5.2807, 1.5804, -5.6564], [3.8989, 0.6101, -1.8082], [2.5984, -2.1958, -4.6742], [3.6596, -1.0889, -5.3160], [1.0007, -1.3489, -3.4417], [1.8681, 0.4741, -1.0324], [0.2115, -0.3257, -1.4369], [0.7390, 1.4764, -3.7944], [-1.6019, 2.3514, -3.2226], [-1.5566, 0.4303, -2.8709], [-1.4643, 1.7270, -1.4096], [-0.8802, 1.3670, 2.0461], [-1.6737, 1.3967, 3.1211], [-2.3534, 2.6393, 3.5374], [-3.0782, 2.6679, 4.5225], [-2.1237, 3.8466, 2.7192], [-1.3302, 3.8168, 1.6441], [-0.6504, 2.5743, 1.2278], [0.0744, 2.5457, 0.2428], [-0.3735, 0.4642, 1.7274], [-1.8528, 0.5195, 3.7312], [-2.6303, 4.7494, 3.0379], [-1.1510, 4.6941, 1.0341], [-3.9216, -3.3496, 2.2149], [-4.0138, -4.4083, 3.0255], [-3.9765, -4.2548, 4.4932], [-4.0588, -5.2234, 5.2358], [-3.8349, -2.8868, 5.0302], [-3.7427, -1.8282, 4.2196], [-3.7800, -1.9816, 2.7518], [-3.6977, -1.0130, 2.0092], [-3.9466, -3.4447, 1.1362], [-4.1188, -5.4180, 2.6471], [-3.8099, -2.7917, 6.1089], [-3.6377, -0.8184, 4.5980], [-2.7970, -3.5251, 9.7699], [-3.5905, -3.4954, 10.8449], [-4.2703, -2.2528, 11.2613], [-4.9951, -2.2242, 12.2463], [-4.0406, -1.0455, 10.4430], [-3.2471, -1.0752, 9.3680], [-2.5673, -2.3178, 8.9517], [-1.8425, -2.3464, 7.9666], [-2.2904, -4.4279, 9.4512], [-3.7697, -4.3726, 11.4550], [-4.5472, -0.1427, 10.7617], [-3.0679, -0.1980, 8.7579], [-5.3758, 2.0093, -5.1098], [-5.9208, 3.0460, -5.7536], [-5.1797, 3.7702, -6.8051], [-5.6770, 4.7204, -7.3935], [-3.8145, 3.3035, -7.1185], [-3.2695, 2.2668, -6.4747], [-4.0106, 1.5426, -5.4232], [-3.5133, 0.5924, -4.8348], [-5.9053, 1.4677, -4.3355], [-6.9213, 3.4000, -5.5357], [-3.2850, 3.8451, -7.8928], [-2.2690, 1.9128, -6.6926], [9.9912, -1.1020, -3.0137], [10.0631, -2.4075, -3.2908], [8.8555, -3.1868, -3.6276], [8.9201, -4.3822, -3.8794], [7.5662, -2.4677, -3.6478], [7.4943, -1.1622, -3.3706], [8.7019, -0.3828, -3.0339], [8.6373, 0.8125, -2.7821], [10.8672, -0.5158, -2.7641], [11.0014, -2.9492, -3.2809], [6.6902, -3.0539, -3.8974], [6.5560, -0.6205, -3.3806]],
  "forces_ev_per_a": [[1.35, 0.38, 0.35], [1.90, 0.74, -3.03], [-2.80, 1.39, 1.65], [-3.41, -1.60, -1.30], [0.71, -0.64, -2.07], [-2.63, 2.26, 1.77], [2.71, 0.59, 0.81], [-2.17, 0.38, 1.13], [-1.78, -1.67, -0.24], [0.51, 0.19, 0.16], [1.51, 0.46, -3.79], [-2.12, -1.15, 0.63], [-0.07, -0.27, -2.35], [1.37, -0.95, 1.77], [0.25, -1.03, 1.53], [-0.35, -0.30, -1.09], [1.35, 0.78, 0.43], [0.42, -0.27, 1.15], [1.60, 1.10, 0.71], [-1.13, -0.54, -2.03], [2.19, 1.13, -0.99], [-0.06, 0.69, 2.19], [0.81, -1.86, 1.40], [0.81, 2.43, 0.65], [0.59, -0.61, -2.51], [-0.22, -0.05, 0.32], [0.34, -0.32, -0.30], [-0.68, 0.01, 0.91], [0.61, -0.06, -0.81], [0.20, 0.26, -0.39], [-0.17, 0.19, 0.19], [-0.11, -0.27, 0.36], [-1.54, -1.38, 2.80], [-0.02, 0.01, 0.01], [0.01, 0.08, -0.04], [0.00, -0.04, 0.01], [-0.01, -0.02, 0.01], [-0.03, -0.44, 0.08], [0.03, 0.17, -0.49], [-0.08, -0.84, 0.69], [0.06, 0.75, -0.59], [0.03, 0.50, -0.01], [0.00, -0.22, 0.35], [0.00, 0.50, -0.33], [0.06, -0.42, 0.32], [-0.02, 0.03, 0.02], [0.00, 0.02, 0.05], [0.05, -0.03, -0.04], [-0.06, -0.01, 0.01], [-0.18, -0.21, 0.34], [0.29, -0.25, -0.31], [-0.62, -0.02, 0.88], [0.55, 0.00, -0.76], [0.20, 0.26, -0.40], [-0.28, 0.21, 0.28], [0.44, -0.04, -0.49], [-0.43, 0.04, 0.42], [0.00, 0.04, -0.02], [-0.02, 0.05, 0.00], [0.00, -0.04, 0.02], [0.02, -0.03, 0.00], [-0.31, 0.27, -0.07], [-0.03, -0.35, 0.35], [-0.53, 0.88, -0.52], [0.44, -0.77, 0.47], [0.45, -0.31, 0.05], [-0.02, 0.34, -0.28], [0.19, -0.52, 0.30], [-0.14, 0.46, -0.26], [0.04, -0.01, -0.02], [0.04, 0.01, -0.04], [-0.05, 0.01, 0.01], [-0.03, -0.02, 0.01], [0.24, -0.37, -0.05], [0.20, 0.42, 0.12], [0.14, -1.02, -0.22], [-0.10, 0.88, 0.18], [-0.28, 0.44, 0.06], [-0.22, -0.43, -0.08], [0.05, 0.79, 0.16], [-0.08, -0.69, -0.14], [-0.04, 0.01, -0.01], [-0.06, -0.01, -0.01], [0.03, -0.02, 0.00], [0.12, -0.06, -0.03]]
}

***

[2]
{
  "formula": "C35H34BN7O5OsS",
  "method": "ωB97M-V/def2-TZVPD",
  "spin_multiplicity": 5,
  "lumo_energy_ev": [-6.2, -7.3],
  "de_lowest_kj_mol": 0.0,
  "homo_energy_ev": [-13.04, -13.06],
  "homo_lumo_gap_ev": [6.8, 5.7],
  "total_charge": 2,
  "symbols": ["Os", "O", "C", "C", "C", "C", "C", "C", "C", "O", "N", "N", "C", "C", "C", "C", "C", "C", "N", "H", "H", "H", "H", "H", "H", "H", "H", "H", "H", "C", "C", "C", "C", "C", "C", "C", "C", "O", "B", "O", "C", "C", "H", "H", "H", "H", "H", "H", "H", "H", "H", "H", "H", "H", "N", "C", "O", "C", "C", "C", "N", "C", "C", "H", "H", "H", "H", "H", "H", "N", "C", "S", "C", "C", "C", "N", "C", "C", "H", "H", "H", "H", "H", "H"],
  "positions_angstrom": [[0.6830, 0.5687, 2.3272], [-2.6875, 5.1687, 2.1092], [-2.3325, 5.2545, 0.8209], [-3.0056, 6.1993, 0.0447], [-2.6829, 6.3709, -1.2802], [-1.6701, 5.6102, -1.8810], [-1.0190, 4.6667, -1.1346], [-1.3502, 4.4454, 0.2199], [-0.6917, 3.4063, 0.9744], [-0.0364, 2.4146, 0.3352], [-0.7081, 3.3919, 2.2648], [-0.2658, 2.2613, 2.8927], [0.5481, 2.3688, 3.9309], [0.4560, 1.3304, 4.9853], [0.8813, 1.5304, 6.2817], [0.7233, 0.4858, 7.1853], [0.1398, -0.6975, 6.7639], [-0.2464, -0.8163, 5.4368], [-0.0781, 0.1730, 4.5636], [-2.0972, 4.5495, 2.5732], [-3.7698, 6.7943, 0.5262], [-3.2059, 7.1201, -1.8602], [-1.3983, 5.7736, -2.9142], [-0.1964, 4.1277, -1.5922], [1.0327, 3.3198, 4.1334], [1.3107, 2.4772, 6.5818], [1.0495, 0.6019, 8.2106], [-0.0071, -1.5233, 7.4457], [-0.7058, -1.7232, 5.0646], [-4.2715, -1.3559, -4.7642], [-2.9906, -0.9118, -5.4728], [-2.3891, -2.1284, -6.1861], [-3.3477, 0.1614, -6.5141], [-1.9833, -0.2981, -4.4955], [-0.6651, -0.0649, -4.9069], [0.2793, 0.5775, -4.1096], [-0.1446, 0.9713, -2.8658], [0.5566, 1.6737, -1.8789], [-0.3820, 1.8503, -0.8961], [-1.5960, 1.2802, -1.1584], [-1.4336, 0.7452, -2.4396], [-2.3768, 0.1220, -3.2195], [-4.9262, -1.8493, -5.4829], [-4.8278, -0.5121, -4.3516], [-4.0645, -2.0668, -3.9599], [-3.1284, -2.5564, -6.8644], [-2.1018, -2.9014, -5.4688], [-1.5134, -1.8731, -6.7834], [-4.0977, -0.2232, -7.2079], [-2.4708, 0.4599, -7.0920], [-3.7556, 1.0510, -6.0297], [-0.3604, -0.3707, -5.8985], [1.2857, 0.7660, -4.4589], [-3.3794, -0.0307, -2.8468], [1.9798, -3.8530, -3.2012], [2.4708, -3.5215, -1.9938], [3.3424, -4.1109, -1.3939], [1.8518, -2.3313, -1.2975], [2.6601, -1.2573, -0.9413], [2.1491, -0.2914, -0.1099], [0.8996, -0.3691, 0.4002], [0.0998, -1.3756, 0.0028], [0.5346, -2.3602, -0.8565], [2.3836, -4.6391, -3.6872], [1.3058, -3.2835, -3.6823], [3.6806, -1.1892, -1.2934], [2.7379, 0.5715, 0.1759], [-0.9126, -1.3651, 0.3873], [-0.1401, -3.1543, -1.1488], [4.3612, -5.3420, 4.2656], [4.3511, -4.1418, 4.8641], [5.0722, -3.7863, 6.2848], [3.5406, -3.0928, 4.1675], [4.0046, -1.7835, 4.0977], [3.2306, -0.8276, 3.4814], [2.0195, -1.1035, 2.9584], [1.5655, -2.3617, 3.0371], [2.2951, -3.3787, 3.6127], [4.9054, -6.0806, 4.6846], [4.0278, -5.4774, 3.3257], [4.9626, -1.5255, 4.5279], [3.5739, 0.1947, 3.3987], [0.5891, -2.5566, 2.6082], [1.8728, -4.3734, 3.6678]],
  "forces_ev_per_a": [[0.00, -0.07, 0.04], [0.00, 0.02, -0.12], [-0.12, 0.03, 0.20], [-0.04, 0.06, -0.03], [0.01, 0.01, -0.02], [-0.10, 0.05, 0.02], [0.10, -0.09, -0.01], [0.17, 0.03, -0.09], [-0.27, -0.17, -0.12], [0.18, 0.03, -0.08], [0.42, -0.01, 0.14], [-0.48, 0.10, -0.02], [-0.09, 0.04, 0.13], [0.04, 0.05, -0.15], [0.02, 0.05, 0.14], [0.02, 0.04, 0.03], [-0.01, 0.00, 0.03], [-0.07, 0.04, -0.07], [0.09, -0.11, 0.05], [-0.03, 0.05, 0.00], [0.01, 0.00, -0.02], [0.00, -0.01, 0.01], [0.00, 0.02, 0.02], [-0.02, -0.04, 0.05], [0.06, -0.03, 0.05], [0.00, -0.02, -0.01], [-0.02, 0.00, -0.01], [-0.01, 0.01, -0.01], [0.05, -0.02, -0.01], [-0.01, -0.01, 0.00], [0.04, 0.04, 0.02], [0.03, -0.03, 0.04], [0.00, 0.00, 0.01], [-0.07, 0.01, -0.01], [0.05, 0.00, 0.00], [0.07, -0.12, -0.08], [0.20, 0.20, 0.11], [-0.09, -0.08, -0.10], [0.07, 0.02, 0.11], [-0.06, 0.00, -0.08], [-0.17, 0.07, 0.12], [-0.02, -0.15, 0.00], [0.00, 0.01, 0.01], [0.01, -0.01, -0.01], [-0.01, 0.01, -0.02], [0.02, 0.00, 0.01], [-0.02, 0.00, -0.01], [-0.03, 0.00, 0.00], [0.03, 0.00, 0.01], [-0.02, 0.00, 0.01], [0.00, -0.02, -0.02], [-0.02, 0.02, 0.00], [-0.02, 0.03, 0.00], [0.01, 0.05, -0.02], [-0.02, -0.01, 0.02], [-0.01, 0.06, -0.03], [0.04, -0.02, -0.04], [-0.07, -0.09, 0.02], [0.04, 0.02, -0.06], [-0.18, -0.02, -0.02], [0.23, -0.38, -0.19], [-0.07, 0.25, 0.03], [0.00, -0.04, -0.13], [0.00, 0.00, 0.02], [0.00, 0.04, 0.00], [-0.01, -0.01, 0.02], [0.02, 0.00, 0.06], [0.00, -0.02, 0.05], [0.02, 0.00, 0.02], [0.02, 0.03, 0.02], [-0.07, 0.00, -0.05], [-0.01, 0.02, 0.02], [0.03, -0.07, 0.01], [0.06, 0.00, -0.04], [-0.05, -0.05, 0.00], [0.11, 0.25, 0.15], [0.03, 0.05, -0.15], [0.00, -0.08, 0.08], [-0.02, -0.01, 0.00], [0.03, 0.01, -0.01], [-0.02, 0.00, 0.00], [-0.02, 0.01, 0.00], [-0.02, 0.01, 0.04], [0.02, 0.00, -0.04]]
}

***

[3]
{
  "formula": "C35H34BrMnN7OPSSe2",
  "method": "ωB97M-V/def2-TZVPD",
  "spin_multiplicity": 2,
  "lumo_energy_ev": [-3.0, -3.0],
  "de_lowest_kj_mol": 0.0,
  "homo_energy_ev": [-10.36, -10.15],
  "homo_lumo_gap_ev": [7.4, 7.2],
  "total_charge": 1,
  "symbols": ["Mn", "S", "N", "C", "C", "C", "C", "C", "N", "C", "C", "N", "C", "C", "C", "C", "C", "N", "H", "H", "H", "H", "H", "H", "Se", "P", "Se", "C", "C", "C", "C", "C", "C", "C", "C", "C", "C", "C", "C", "H", "H", "H", "H", "H", "H", "H", "H", "H", "H", "C", "C", "C", "C", "C", "Br", "N", "C", "H", "H", "H", "H", "H", "H", "C", "N", "C", "C", "O", "N", "C", "C", "H", "H", "H", "H", "H", "H", "H", "H", "H", "H", "H", "H"],
  "positions_angstrom": [[-0.1992, -0.3267, -0.0558], [-1.3138, -3.8702, -6.5688], [-2.3087, -3.6612, -5.3164], [-1.6797, -2.8879, -4.4489], [-2.2072, -2.4500, -3.1769], [-3.4833, -2.7577, -2.7096], [-3.8727, -2.2579, -1.4878], [-2.9769, -1.4993, -0.7439], [-1.7419, -1.2206, -1.1525], [-1.3727, -1.6609, -2.3750], [-0.0579, -1.2354, -2.8325], [0.6131, -0.4171, -1.9949], [1.8011, 0.0289, -2.3928], [2.3754, -0.3239, -3.6116], [1.7024, -1.1684, -4.4639], [0.4481, -1.6354, -4.0742], [-0.3838, -2.4972, -4.8823], [-0.0617, -2.9863, -6.0671], [-4.1435, -3.3669, -3.3125], [-4.8586, -2.4512, -1.0896], [-3.2571, -1.1215, 0.2295], [2.3020, 0.6837, -1.6990], [3.3481, 0.0694, -3.8703], [2.1178, -1.4680, -5.4163], [-1.8700, 1.7485, 0.2273], [-2.3749, 0.7905, 2.0909], [-1.1467, -0.9809, 2.2528], [-2.1649, 1.8987, 3.5118], [-2.6645, 3.1962, 3.4312], [-2.5513, 4.0488, 4.5147], [-1.9456, 3.6085, 5.6863], [-1.4497, 2.3163, 5.7684], [-1.5577, 1.4592, 4.6811], [-4.1458, 0.3557, 2.1519], [-4.5746, -0.7373, 2.8970], [-5.9265, -1.0335, 2.9801], [-6.8532, -0.2412, 2.3193], [-6.4274, 0.8468, 1.5685], [-5.0770, 1.1446, 1.4812], [-3.1200, 3.5486, 2.5130], [-2.9371, 5.0576, 4.4481], [-1.8640, 4.2747, 6.5350], [-0.9762, 1.9714, 6.6783], [-1.1643, 0.4512, 4.7390], [-3.8486, -1.3604, 3.4060], [-6.2551, -1.8838, 3.5628], [-7.9079, -0.4737, 2.3842], [-7.1482, 1.4598, 1.0440], [-4.7440, 1.9745, 0.8694], [-0.7077, -5.7556, 0.0724], [0.3406, -4.6844, 0.1108], [1.7017, -4.9626, 0.1411], [2.6016, -3.9181, 0.1865], [2.1174, -2.6176, 0.1821], [3.4112, -1.2512, 0.2700], [0.8236, -2.3077, 0.1292], [-0.0274, -3.3508, 0.1155], [-0.2751, -6.7327, 0.2794], [-1.1816, -5.8011, -0.9095], [-1.4881, -5.5661, 0.8097], [2.0553, -5.9857, 0.1405], [3.6661, -4.0915, 0.2305], [-1.0781, -3.0955, 0.1361], [0.9381, 3.5073, 2.8380], [1.5107, 2.3740, 2.1184], [1.9051, 1.2309, 2.9315], [1.3612, 2.2097, 0.7872], [1.2765, 1.0711, 0.2476], [1.3826, 3.3140, 0.0017], [2.1289, 4.5180, 0.3266], [0.9589, 3.2211, -1.3818], [0.2719, 3.1327, 3.6138], [0.3500, 4.1263, 2.1665], [1.7178, 4.1126, 3.3054], [2.0316, 1.5777, 3.9548], [2.8566, 0.8317, 2.5861], [1.1567, 0.4402, 2.9136], [2.7236, 4.3686, 1.2223], [1.4708, 5.3778, 0.4712], [2.8087, 4.7423, -0.4984], [0.2612, 2.3989, -1.5069], [1.8118, 3.0709, -2.0518], [0.4631, 4.1513, -1.6613]],
  "forces_ev_per_a": [[-0.11, -0.06, -0.07], [-0.01, 0.09, 0.08], [-0.03, -0.09, -0.04], [0.10, -0.01, -0.18], [0.11, 0.20, 0.26], [-0.01, -0.01, -0.01], [-0.06, -0.03, -0.03], [0.13, 0.09, 0.14], [-0.04, -0.22, -0.22], [-0.22, -0.03, 0.06], [0.10, 0.03, -0.06], [0.02, -0.08, -0.21], [-0.14, -0.02, 0.06], [0.04, 0.02, -0.04], [0.01, 0.02, 0.07], [-0.01, 0.17, 0.27], [-0.15, -0.12, -0.08], [0.05, -0.04, -0.06], [0.01, 0.00, -0.02], [0.00, 0.01, 0.01], [0.02, -0.03, -0.02], [0.03, 0.02, 0.03], [0.00, 0.01, 0.01], [-0.01, -0.01, -0.02], [-0.01, 0.04, -0.10], [-0.13, -0.01, -0.01], [0.06, 0.06, 0.06], [0.00, -0.06, -0.02], [0.03, 0.03, -0.09], [0.00, 0.03, 0.06], [0.00, 0.00, -0.01], [0.01, 0.01, 0.02], [0.00, -0.07, 0.01], [0.07, 0.09, -0.07], [0.08, -0.03, 0.08], [0.00, -0.03, 0.03], [-0.02, 0.04, -0.04], [-0.05, -0.04, 0.01], [0.04, 0.01, -0.06], [-0.01, -0.02, -0.01], [0.00, 0.00, 0.01], [0.01, 0.00, 0.00], [-0.01, 0.00, 0.01], [0.00, 0.01, -0.01], [-0.01, 0.00, 0.00], [0.00, -0.01, 0.00], [0.00, 0.00, 0.00], [0.00, 0.01, 0.00], [0.02, 0.00, 0.02], [-0.04, -0.06, 0.01], [0.08, 0.04, 0.01], [-0.06, 0.05, -0.02], [-0.02, 0.01, 0.01], [-0.01, -0.06, -0.08], [0.02, 0.06, 0.05], [0.18, -0.01, -0.06], [-0.09, 0.06, 0.06], [-0.01, 0.00, 0.00], [-0.01, 0.00, -0.01], [0.00, 0.00, -0.01], [0.00, -0.01, 0.01], [0.00, 0.01, 0.00], [0.03, -0.01, -0.01], [0.08, 0.07, -0.05], [-0.17, -0.06, -0.01], [0.03, -0.06, -0.02], [0.07, -0.03, -0.24], [0.12, 0.06, 0.50], [-0.02, 0.00, 0.00], [0.00, 0.02, 0.05], [-0.03, -0.01, -0.04], [0.00, 0.00, 0.03], [0.00, -0.02, -0.02], [-0.03, 0.03, 0.00], [0.02, 0.01, 0.00], [0.00, -0.05, -0.04], [-0.02, -0.02, 0.01], [0.00, 0.00, 0.01], [0.01, -0.01, 0.01], [-0.01, 0.00, 0.01], [0.01, 0.00, 0.00], [0.01, 0.02, 0.01], [-0.01, -0.01, 0.00]]
}